Computed, not measured: C55H49AuN6P2 as an isolated structure, with wB97M-V/def2-TZVPD.

Positions of all 113 atoms, in Å:
Au1 -0.001 0.068 0.650
C1 -2.290 -1.306 2.611
N1 -0.930 -0.862 2.448
C2 -0.158 -0.759 3.479
C3 1.031 -0.015 3.439
C4 2.013 0.235 4.428
C5 2.851 1.192 3.906
C6 2.354 1.502 2.623
N2 1.288 0.771 2.340
C7 -2.708 -2.535 1.838
C8 -3.005 -3.711 2.514
C9 -3.567 -4.780 1.835
C10 -3.839 -4.685 0.481
C11 -3.506 -3.529 -0.208
C12 -2.942 -2.462 0.471
H1 -2.922 -0.477 2.260
H2 -2.496 -1.481 3.676
H3 -0.448 -1.198 4.434
H4 2.074 -0.241 5.384
H5 3.716 1.633 4.357
H6 2.739 2.235 1.938
H7 -2.828 -3.784 3.578
H8 -3.822 -5.680 2.372
H9 -4.299 -5.515 -0.036
H10 -3.708 -3.437 -1.266
H11 -2.725 -1.538 -0.050
C13 1.612 -2.018 -1.664
N3 1.963 -1.040 -2.658
C14 1.348 0.254 -2.653
P1 1.268 1.188 -1.047
C15 0.541 2.760 -1.564
C16 -0.156 2.950 -2.757
C17 -0.780 4.159 -3.010
C18 -0.752 5.175 -2.068
C19 -0.048 5.000 -0.885
C20 0.595 3.802 -0.634
C21 3.006 1.484 -0.636
C22 3.696 2.639 -1.001
C23 5.029 2.771 -0.649
C24 5.677 1.769 0.057
C25 4.991 0.620 0.420
C26 3.658 0.482 0.083
C27 2.734 -1.421 -3.746
C28 2.685 -0.716 -4.960
C29 3.461 -1.100 -6.033
C30 4.287 -2.212 -5.948
C31 4.339 -2.923 -4.758
C32 3.591 -2.532 -3.667
P2 -0.081 -1.905 -0.858
C33 0.054 -3.440 0.108
C34 -0.623 -4.636 -0.108
C35 -0.420 -5.705 0.751
C36 0.467 -5.606 1.811
C37 1.160 -4.423 2.020
C38 0.936 -3.342 1.188
C39 -1.155 -2.019 -2.325
C40 -1.280 -3.143 -3.135
C41 -2.053 -3.073 -4.283
C42 -2.669 -1.888 -4.653
C43 -2.540 -0.763 -3.851
C44 -1.798 -0.833 -2.687
H12 2.330 -2.011 -0.826
H13 1.641 -3.021 -2.116
H14 0.310 0.183 -3.017
H15 1.919 0.928 -3.303
H16 -0.212 2.174 -3.506
H17 -1.292 4.310 -3.949
H18 -1.276 6.100 -2.257
H19 -0.003 5.799 -0.159
H20 1.155 3.663 0.282
H21 3.198 3.425 -1.552
H22 5.567 3.663 -0.933
H23 6.714 1.887 0.331
H24 5.494 -0.161 0.969
H25 3.104 -0.394 0.397
H26 2.015 0.118 -5.090
H27 3.405 -0.537 -6.950
H28 4.877 -2.518 -6.795
H29 4.977 -3.789 -4.678
H30 3.699 -3.074 -2.741
H31 -1.324 -4.741 -0.921
H32 -0.961 -6.626 0.592
H33 0.620 -6.446 2.474
H34 1.868 -4.347 2.833
H35 1.438 -2.400 1.382
H36 -0.775 -4.067 -2.896
H37 -2.170 -3.954 -4.895
H38 -3.242 -1.841 -5.568
H39 -3.015 0.166 -4.132
H40 -1.701 0.039 -2.046
C45 -4.093 2.232 0.210
C46 -3.029 1.354 0.159
N4 -1.830 1.643 0.653
C47 -1.660 2.807 1.258
C48 -2.664 3.771 1.358
C49 -3.907 3.466 0.809
C50 -2.434 5.072 1.989
C51 -2.011 5.293 3.238
C52 -1.753 4.267 4.236
C53 -1.378 4.606 5.544
C54 -1.169 3.551 6.418
N5 -1.322 2.294 6.045
C55 -1.690 2.063 4.804
N6 -1.903 2.987 3.899
H41 -5.046 1.952 -0.207
H42 -3.134 0.387 -0.308
H43 -0.675 2.994 1.654
H44 -4.719 4.174 0.864
H45 -2.689 5.920 1.363
H46 -1.891 6.311 3.583
H47 -1.262 5.632 5.854
H48 -0.879 3.708 7.447
H49 -1.832 1.036 4.502

Force components x, y, z for each atom (eV/Å):
0.179 -0.159 -0.366
-0.540 -0.089 -0.101
0.547 0.051 -0.242
0.035 -0.054 0.177
0.631 0.015 0.464
-0.720 -0.357 -0.368
0.033 0.348 -0.593
0.503 0.173 0.450
-0.677 -0.218 -0.202
0.036 0.150 0.220
0.077 0.054 -0.150
-0.062 -0.083 -0.014
0.037 -0.066 -0.071
-0.147 0.158 -0.025
-0.240 0.009 0.085
-0.044 -0.099 0.294
-0.010 0.129 -0.134
-0.130 -0.030 0.001
-0.010 -0.099 0.314
0.166 0.118 0.178
0.114 0.132 -0.152
-0.001 0.026 0.091
-0.018 -0.109 0.058
-0.054 -0.034 -0.038
-0.042 -0.053 -0.083
-0.073 -0.008 -0.029
0.022 -1.002 0.595
0.541 -0.370 -1.193
-0.152 1.139 -0.290
0.229 0.084 0.300
-0.016 -0.006 -0.024
0.173 -0.066 0.111
-0.143 0.070 -0.026
0.052 -0.084 -0.016
-0.002 0.065 0.010
0.159 -0.197 -0.119
-0.178 -0.162 -0.093
-0.074 -0.125 -0.054
0.054 0.129 -0.034
-0.080 -0.028 -0.010
0.092 -0.070 -0.053
-0.066 -0.029 -0.223
-0.477 0.325 0.830
0.106 0.490 -0.692
-0.394 0.350 0.145
-0.005 0.011 0.007
-0.103 -0.162 0.554
0.392 -0.688 -0.028
-0.019 -0.067 0.256
0.160 0.028 -0.036
0.155 0.030 -0.131
-0.010 -0.070 0.004
0.027 0.083 -0.084
0.021 -0.074 0.082
0.050 0.093 -0.144
0.159 0.125 0.302
0.068 0.092 -0.031
0.001 -0.138 -0.102
-0.001 0.052 0.027
-0.064 0.054 -0.106
0.010 -0.093 0.174
-0.130 0.065 -0.239
0.096 0.385 0.129
0.292 -0.074 0.010
-0.233 -0.261 0.098
-0.022 -0.085 -0.097
-0.079 -0.016 -0.041
0.026 0.104 -0.039
0.013 0.019 0.067
-0.005 0.059 0.123
-0.003 0.039 -0.017
0.039 0.091 -0.004
0.086 0.018 0.016
0.019 -0.051 0.094
0.013 -0.006 0.144
-0.047 0.033 -0.013
-0.045 0.044 -0.108
0.088 -0.041 -0.103
0.095 -0.050 0.064
-0.013 -0.041 0.074
-0.002 0.009 -0.005
-0.061 -0.043 -0.040
0.004 -0.048 0.005
-0.018 0.076 0.053
0.065 0.037 0.117
0.045 -0.090 0.070
0.015 -0.058 -0.089
-0.071 -0.007 -0.012
-0.068 0.042 -0.012
-0.084 0.018 -0.002
0.116 -0.271 -0.023
-0.573 0.072 -0.259
0.234 0.025 0.183
-0.113 0.255 -0.273
-0.404 -0.424 -0.409
0.544 0.089 0.105
0.125 0.335 0.374
-0.121 0.196 -0.583
0.333 -0.265 1.097
-0.131 -0.193 -0.497
-0.046 0.289 -0.120
0.173 -0.844 0.736
0.082 0.435 0.209
-0.284 0.031 -0.614
-0.132 -0.052 -0.063
-0.110 -0.069 -0.056
0.068 0.073 0.141
-0.086 0.133 0.020
0.040 0.149 0.071
-0.037 0.118 -0.058
0.016 0.114 0.033
0.051 0.123 0.090
-0.033 -0.183 -0.018

Summary:
- Electronic energy: -89026.009 eV
- Highest occupied orbital energy (spin up / spin down): -0.4284 / -0.4319 Eh
- Total charge: +2
- Multiplicity: 3
- HOMO-LUMO gap (spin up / spin down): 7.343 / 3.344 eV
- Expectation value of S²: 2.0354